[1]
The following is a DFT calculation (ωB97M-V/def2-TZVPD) of C21H35NOP2SW as an isolated structure at a distorted geometry.

Properties
gap between HOMO and LUMO (alpha / beta): 5.686 / 5.880 eV
strongest force on any atom: 4.9 eV/A
total charge: +2
HOMO energy (alpha / beta): -14.14 / -14.06 eV
lowest unoccupied orbital energy (alpha / beta): -8.5 / -8.2 eV

Element x y z (Å)
W1 0.079339 -0.146710 -0.427148
P1 2.549359 -0.431559 -0.711636
P2 -2.517823 -0.100905 -0.375289
N1 0.066286 0.748382 -2.080519
H1 1.127590 -1.858118 1.258194
C1 2.992412 -1.936843 -1.615386
H2 4.089100 -2.024267 -1.634177
H3 2.606516 -1.867277 -2.641896
H4 2.557507 -2.818672 -1.127181
C2 3.520806 -0.426981 0.821423
H5 4.584251 -0.526972 0.557143
H6 3.220348 -1.269029 1.458733
H7 3.359019 0.513123 1.366038
C3 3.217683 0.943920 -1.701034
H8 4.316680 0.896175 -1.666043
H9 2.879188 1.906824 -1.296331
H10 2.877003 0.855759 -2.741219
C4 -3.213608 -1.587889 -1.145155
H11 -4.307960 -1.579939 -1.036295
H12 -2.800487 -2.484579 -0.664469
H13 -2.952421 -1.598753 -2.211317
C5 -3.213513 -0.064991 1.307022
H14 -4.309013 -0.119537 1.242156
H15 -2.906076 0.859164 1.810474
H16 -2.840034 -0.913741 1.894354
C6 -3.248842 1.330411 -1.225045
H17 -4.342907 1.304347 -1.112121
H18 -2.980675 1.303493 -2.288858
H19 -2.853215 2.255981 -0.786276
C7 0.013191 1.570350 -3.148048
C8 0.045611 1.913313 -5.573341
C9 0.006888 1.050832 -4.484432
C10 0.002984 2.994083 -2.987152
C11 0.040391 3.826014 -4.094820
C12 0.064842 3.304286 -5.390139
H20 0.062724 1.500417 -6.572810
H21 -0.006130 -0.032562 -4.603579
H22 -0.010286 3.398476 -1.966926
H23 0.052656 4.906463 -3.950345
H24 0.101171 3.963318 -6.251910
C13 0.121908 -2.405743 1.381831
O1 -0.810505 -1.488754 0.901462
C14 0.178907 -3.676505 0.530451
H25 0.208795 -4.581120 1.162979
H26 1.078997 -3.704939 -0.103424
H27 -0.704005 -3.764628 -0.118721
C15 -0.370270 -2.741960 2.800669
H28 -1.397788 -3.133979 2.718921
H29 -0.446425 -1.860784 3.447722
H30 0.217840 -3.505068 3.334117
S1 0.228771 1.502070 1.111660
C16 0.116798 1.186880 2.845335
C17 1.001189 0.303181 3.460410
C18 0.852602 0.017113 4.813798
C19 -0.144649 0.645157 5.564494
C20 -1.007877 1.557027 4.946521
C21 -0.871035 1.852640 3.593949
H31 1.812031 -0.129890 2.871195
H32 1.524398 -0.697145 5.285755
H33 -0.245610 0.423003 6.626418
H34 -1.783831 2.051995 5.525945
H35 -1.490771 2.595626 3.093852

Forces on atoms 1 to 2 (eV/Å):
W -3.7 2.2 -0.7
P 0.6 -0.5 -0.4

***

[2]
The following is a DFT calculation (ωB97M-V/def2-TZVPD) of C35H29Cl5N3OP2Pd as an isolated structure at a distorted geometry.

Properties
gap between HOMO and LUMO (alpha / beta): 6.009 / 5.971 eV
strongest force on any atom: 1.7 eV/A
energy relative to the best compared isomer or geometry (same formula, charge and spin): 360.6 kJ/mol
total charge: +1
HOMO energy (alpha / beta): -10.05 / -10.05 eV
lowest unoccupied orbital energy (alpha / beta): -4.0 / -4.1 eV

Element x y z (Å)
Pd1 -0.866728 -2.418342 -0.343049
Cl1 1.043672 -4.228942 -1.276149
C1 1.553472 -3.699442 0.304751
C2 0.669572 -2.898842 0.903751
C3 0.877172 -2.402542 2.274951
Cl2 -0.625628 -2.853842 3.116551
C4 2.231272 -2.779642 2.947151
Cl3 2.051272 -3.532442 4.555051
C5 3.144372 -3.628342 2.112751
Cl4 4.664572 -4.007742 2.805451
C6 2.824172 -4.070742 0.876351
Cl5 3.897372 -5.013342 -0.067049
C7 -6.437728 -3.671942 1.067951
N1 -5.130328 -3.592642 0.467951
C8 -4.943628 -3.020742 -0.851349
C9 -3.430628 -2.875142 -0.897449
O1 -2.740928 -2.417042 -1.797449
N2 -2.924928 -3.342542 0.268351
C10 -3.929528 -3.743042 1.053651
N3 -3.701328 -4.235242 2.265951
H1 -6.901128 -2.681942 1.076951
H2 -6.367028 -4.025942 2.093751
H3 -7.076928 -4.343342 0.491251
H4 -5.437328 -2.049842 -0.960049
H5 -5.312128 -3.679142 -1.643949
H6 -2.749128 -4.226342 2.603551
H7 -4.422028 -4.597942 2.864851
C11 -0.668628 1.772158 0.541051
P1 -0.434328 -0.069142 0.320651
C12 -0.338728 -0.216742 -1.501549
C13 -1.401728 0.316858 -2.242549
C14 -1.446328 0.141758 -3.613549
C15 -0.478328 -0.617442 -4.250549
C16 0.547472 -1.199342 -3.520549
C17 0.627272 -1.005842 -2.150249
C18 1.246872 -0.283042 1.014851
C19 2.414272 -0.035542 0.406951
C20 3.685572 -0.264042 1.056951
C21 3.774872 -0.818642 2.266651
C22 2.571972 -1.250642 3.033051
C23 1.209172 -0.902042 2.387451
P2 -0.331928 2.792558 -1.002849
C24 1.492472 2.706958 -1.139449
C25 2.327372 3.228658 -0.155349
C26 3.698572 3.189058 -0.320949
C27 4.247472 2.642758 -1.470749
C28 3.421372 2.125958 -2.455049
C29 2.046872 2.161758 -2.292549
C30 -0.442528 4.488858 -0.349849
C31 -1.045128 4.871258 0.842151
C32 -1.112328 6.211858 1.181651
C33 -0.606728 7.178458 0.328151
C34 -0.014028 6.804658 -0.868849
C35 0.060772 5.469358 -1.207149
H8 -0.023628 2.091958 1.363951
H9 -1.711228 1.956058 0.819151
H10 -2.195428 0.853258 -1.738049
H11 -2.250028 0.579358 -4.183949
H12 -0.535828 -0.776042 -5.314549
H13 1.288572 -1.813742 -4.007049
H14 1.471972 -1.397642 -1.590749
H15 2.440272 0.379658 -0.585949
H16 4.572072 0.027758 0.514851
H17 4.733972 -0.973042 2.735851
H18 2.658272 -0.931142 4.074751
H19 0.533672 -0.353142 3.051851
H20 1.908172 3.674558 0.734951
H21 4.343772 3.593458 0.444351
H22 5.318272 2.632858 -1.605449
H23 3.845472 1.700558 -3.351749
H24 1.396472 1.765958 -3.059649
H25 -1.457128 4.134458 1.514151
H26 -1.562828 6.505658 2.118451
H27 -0.682528 8.222858 0.590451
H28 0.384772 7.555958 -1.534649
H29 0.511372 5.166958 -2.143249

Forces on atoms 1 to 2 (eV/Å):
Pd 0.8 -1.0 1.0
Cl 0.2 -0.2 -0.1

***

[3]
The following is a DFT calculation (ωB97M-V/def2-TZVPD) of one molecule with the formula C3H5Br3OSi at a distorted geometry.

Properties
gap between HOMO and LUMO (alpha / beta): 5.063 / 4.021 eV
strongest force on any atom: 4.7 eV/A
multiplicity: 3
total charge: 0
HOMO energy (alpha / beta): -4.45 / -9.67 eV
lowest unoccupied orbital energy (alpha / beta): 0.6 / -5.6 eV

Element x y z (Å)
C1 0.169488 -0.069429 1.100100
C2 -0.115951 -0.594636 -0.206813
C3 -1.030797 0.152881 -1.038537
O1 -0.729671 -1.141544 0.957133
Si1 -2.841063 -0.020552 0.060890
Br1 -3.070724 0.465133 2.158669
Br2 -4.065285 1.344520 -1.141609
Br3 -3.519782 -2.092754 -0.424203
H1 1.018759 -0.255328 1.634465
H2 -0.292278 0.984976 1.309929
H3 0.600941 -1.307247 -0.678808
H4 -1.331437 -0.363500 -1.910287
H5 -0.931569 1.233826 -1.180651

Forces on atoms 1 to 2 (eV/Å):
C -2.1 3.2 -0.2
C 1.9 -0.9 -1.0

***

[4]
The following is a DFT calculation (ωB97M-V/def2-TZVPD) of an isolated ion of composition C4H10N2OS and charge -2 at a distorted geometry.

Properties
SMILES string: N[C@@H](C[S-])CNC[O-]
gap between HOMO and LUMO: 5.646 eV
strongest force on any atom: 3.4 eV/A
energy relative to the best compared isomer or geometry (same formula, charge and spin): 159.3 kJ/mol
total charge: -2
HOMO energy: 0.49 eV
lowest unoccupied orbital energy: 6.1 eV

Element x y z (Å)
N1 1.793718 -1.042480 1.109980
C1 0.967758 0.008207 0.647918
C2 1.419247 1.287835 -0.108366
S1 2.790798 2.229232 0.777968
C3 -0.265018 -0.703632 -0.159434
N2 -1.509963 -0.193404 0.290819
C4 -2.436228 0.064850 -0.886166
O1 -2.052145 -0.419841 -2.030469
H1 2.581399 -0.817412 1.609534
H2 2.021661 -1.706535 0.372506
H3 0.444321 0.414488 1.503963
H4 0.596261 1.995512 0.000930
H5 1.954993 1.188596 -0.998318
H6 -0.072998 -1.758699 -0.063695
H7 -0.291339 -0.572649 -1.344855
H8 -1.996550 -0.880472 0.906558
H9 -3.450544 -0.258273 -0.660301
H10 -2.495373 1.164671 -0.968564

Forces on atoms 1 to 2 (eV/Å):
N -0.9 -2.0 -1.3
C -2.9 0.7 -1.7

***

[5]
The following is a DFT calculation (ωB97M-V/def2-TZVPD) of a 2-piece molecular cluster, C2H3ClN2O overall at a distorted geometry.

Properties
gap between HOMO and LUMO (alpha / beta): 7.151 / 7.153 eV
strongest force on any atom: 4.0 eV/A
energy relative to the best compared isomer or geometry (same formula, charge and spin): 611.0 kJ/mol
total charge: 0
HOMO energy (alpha / beta): -7.95 / -7.95 eV
lowest unoccupied orbital energy (alpha / beta): -0.8 / -0.8 eV

Element x y z (Å)
C1 0.157467 1.544309 0.448159
C2 -0.072822 -0.859093 0.142502
N1 -0.074302 0.398925 0.277614
N2 -2.886237 -0.390465 0.928316
O1 -2.183400 -1.143499 0.340751
Cl1 -3.714191 0.570615 -0.258689
H1 -0.566212 2.418700 0.654204
H2 -0.052246 -1.494478 -0.706429
H3 0.187888 -1.467826 1.045388

Forces on atoms 1 to 2 (eV/Å):
C -0.8 3.9 0.6
C 1.7 -1.7 2.3

***

[6]
The following is a DFT calculation (ωB97M-V/def2-TZVPD) of a 2-piece molecular cluster, CFIO overall at a distorted geometry.

Properties
gap between HOMO and LUMO: 8.732 eV
strongest force on any atom: 1.0 eV/A
energy relative to the best compared isomer or geometry (same formula, charge and spin): 117.3 kJ/mol
total charge: 0
HOMO energy: -10.41 eV
lowest unoccupied orbital energy: -1.7 eV

Element x y z (Å)
C1 -1.409346 -0.738178 -1.541365
O1 -1.038144 -0.881532 -0.486372
F1 0.906579 1.151870 0.155657
I1 1.540911 0.467840 1.872080

Forces on atoms 1 to 2 (eV/Å):
C 0.2 0.0 0.4
O -0.2 0.0 -0.4

***

[7]
The following is a DFT calculation (ωB97M-V/def2-TZVPD) of one molecule with the formula C4H6O2.

Properties
SMILES string: C[C@@]1(C=O)CO1
gap between HOMO and LUMO: 10.926 eV
strongest force on any atom: 0.5 eV/A
energy relative to the best compared isomer or geometry (same formula, charge and spin): 172.9 kJ/mol
total charge: 0
HOMO energy: -10.10 eV
lowest unoccupied orbital energy: 0.8 eV

Element x y z (Å)
C1 -0.881769 -1.069522 -0.211010
C2 0.056671 0.052775 0.154778
C3 1.515052 -0.286499 0.011361
O1 1.907188 -1.261569 -0.581212
C4 -0.338606 1.470460 0.077925
O2 -0.180729 0.831784 1.326375
H1 -0.935436 -1.818174 0.586094
H2 -1.887771 -0.705723 -0.430235
H3 -0.479341 -1.562760 -1.099778
H4 2.216006 0.403070 0.523788
H5 0.381485 2.249033 -0.176730
H6 -1.372752 1.697130 -0.181358

Forces on atoms 1 to 2 (eV/Å):
C -0.1 0.0 0.0
C 0.0 -0.3 -0.2

***

[8]
The following is a DFT calculation (ωB97M-V/def2-TZVPD) of one molecule with the formula C10H15N5S at a distorted geometry.

Properties
SMILES string: CCCCn1nnnc1NCc1cccs1
gap between HOMO and LUMO: 9.939 eV
strongest force on any atom: 2.6 eV/A
energy relative to the best compared isomer or geometry (same formula, charge and spin): 143.7 kJ/mol
total charge: 0
HOMO energy: -9.27 eV
lowest unoccupied orbital energy: 0.7 eV

Element x y z (Å)
C1 2.257785 2.193053 0.029037
C2 3.033677 0.852130 -0.283468
C3 2.286384 -0.088583 -1.206083
C4 0.847439 -0.217340 -0.666431
N1 0.096375 -1.277176 -1.310993
N2 0.039743 -1.304207 -2.641274
N3 -0.789306 -2.311588 -2.948364
N4 -1.199141 -2.905396 -1.824071
C5 -0.723636 -2.224797 -0.795054
N5 -1.088122 -2.414261 0.556000
C6 -2.366515 -1.801648 0.973243
C7 -2.224804 -0.265587 1.072585
C8 -1.594828 0.464955 2.015818
C9 -1.595494 1.847269 1.746534
C10 -2.168535 2.080638 0.528559
S1 -2.727515 0.671153 -0.256567
H1 1.886509 2.769999 -0.878842
H2 1.352478 1.910501 0.640792
H3 2.897891 2.866124 0.580398
H4 3.996615 1.104989 -0.692870
H5 3.361969 0.427464 0.682765
H6 2.783832 -1.061995 -1.203164
H7 2.226809 0.324857 -2.176527
H8 0.823435 -0.353378 0.446915
H9 0.285629 0.695732 -0.838230
H10 -1.253771 -3.381013 0.727990
H11 -3.272544 -2.126343 0.374386
H12 -2.531445 -2.244886 1.968406
H13 -1.152621 0.039996 2.955307
H14 -1.272469 2.660202 2.429463
H15 -2.215827 3.069137 -0.006260

Forces on atoms 1 to 2 (eV/Å):
C -0.9 -0.9 -0.6
C 0.2 1.6 0.6

***

[9]
The following is a DFT calculation (ωB97M-V/def2-TZVPD) of an isolated ion of composition C3H4NO4 and charge -1 at a distorted geometry.

Properties
SMILES string: O=C1OCN([O-])[C@H]1O
gap between HOMO and LUMO: 6.435 eV
strongest force on any atom: 3.4 eV/A
energy relative to the best compared isomer or geometry (same formula, charge and spin): 37.7 kJ/mol
total charge: -1
HOMO energy: -2.53 eV
lowest unoccupied orbital energy: 3.9 eV

Element x y z (Å)
O1 -1.774479 -2.349395 0.871461
C1 -1.008654 -1.522389 0.513441
O2 0.242932 -1.878284 0.064951
C2 1.011181 -0.713036 -0.318885
N1 0.351491 0.442613 0.237778
O3 0.938536 0.731479 1.536443
C3 -1.015111 0.040343 0.517875
O4 -1.848950 0.680711 -0.363112
H1 0.973086 -0.660507 -1.396415
H2 2.142281 -0.690367 0.184327
H3 -1.131206 0.355600 1.547599
H4 -1.316818 1.105039 -1.036353

Forces on atoms 1 to 2 (eV/Å):
O -1.2 -0.6 0.4
C 2.3 1.3 -1.0